# C2H10N2O

2 unconnected molecules or ions with the total composition C2H10N2O at a distorted geometry (ωB97M-V with the def2-TZVPD basis set, the OMol25 dataset).

Values from the calculation:
LUMO energy, eV: 0.98
Total energy, hartree: -266.9193
Kohn-Sham gap, eV: 10.4318
HOMO level, Eh: -0.34732
Net charge: 0
SMILES: NCCN.O

XYZ file:
```
15
Properties=species:S:1:pos:R:3:forces:R:3
N -2.102 -1.345 -0.146 0.546 -0.681 0.300
C -0.881 -0.636 0.377 -0.788 -1.233 -0.745
C -0.947 0.837 -0.071 -0.939 -0.602 -0.801
N 0.407 1.340 0.086 -0.089 -0.377 0.026
H -1.951 -1.380 -1.151 -0.391 -0.120 -0.001
H -2.184 -2.351 0.150 0.429 1.482 -0.174
H -0.828 -0.821 1.483 0.173 0.592 -1.043
H 0.036 -1.050 -0.141 -0.622 0.297 0.895
H -1.663 1.451 0.489 0.234 -0.350 0.220
H -1.359 0.902 -1.160 0.823 -0.318 1.582
H 0.858 1.285 -0.792 0.774 -0.701 -1.215
H 0.386 2.313 0.160 -0.161 1.983 0.842
H 2.076 0.052 0.211 1.636 -0.831 -0.702
H 3.515 0.457 0.289 0.221 -0.406 -0.265
O 2.993 -0.253 -0.119 -1.845 1.265 1.082
```
Forces are in eV/Å.